[1]
Formula: C3H9NO2
Source: the OMol25 dataset
Level of theory: ωB97M-V with the def2-TZVPD basis set

The lowest unoccupied orbital energy is 0.88 eV. For the total energy, the calculation gives -324.9113 a.u. Its SMILES is CNC(C)=O.O.

```
15
C3H9NO2 ωB97M-V with the def2-TZVPD basis set
C -0.965 -2.371 -0.963
N -1.704 -1.484 -0.108
C -1.268 -0.212 0.187
C -0.722 0.672 -1.008
O -1.278 0.238 1.312
H -1.327 -2.434 -2.000
H 0.114 -2.185 -0.974
H -1.102 -3.429 -0.749
H -1.840 -1.911 0.804
H -1.678 1.104 -1.256
H -0.305 -0.163 -1.569
H 0.151 1.213 -0.677
O 4.577 2.665 0.747
H 4.131 3.337 1.258
H 5.526 2.799 0.600
```

[2]
Formula: C10H28N2NaO7P
Source: the OMol25 dataset
Level of theory: ωB97M-V with the def2-TZVPD basis set

The lowest unoccupied orbital energy is 3.88 eV. For the total energy, the calculation gives -1537.7800 a.u. As for the charge: -2.

```
49
C10H28N2NaO7P ωB97M-V with the def2-TZVPD basis set
Na 23.455 -13.758 -0.474
P 25.180 -13.797 1.616
O 24.633 -15.151 1.056
O 25.780 -13.896 2.997
O 23.894 -12.841 1.597
O 26.185 -13.164 0.576
C 21.122 -12.475 -2.342
C 20.653 -13.755 -1.665
C 21.112 -15.013 -2.375
O 22.511 -15.067 -2.452
C 22.998 -16.124 -3.226
N 21.074 -13.803 -0.270
H 20.557 -12.304 -3.262
H 22.190 -12.478 -2.561
H 20.946 -11.628 -1.676
H 19.551 -13.803 -1.795
H 20.672 -15.043 -3.390
H 20.707 -15.893 -1.845
H 24.082 -16.099 -3.169
H 22.691 -16.018 -4.279
H 22.640 -17.093 -2.852
H 20.483 -14.422 0.270
H 21.022 -12.887 0.172
C 25.837 -13.476 -4.232
C 26.207 -12.991 -2.845
C 25.771 -11.568 -2.591
O 26.356 -10.672 -3.526
C 26.330 -9.342 -3.075
N 25.565 -13.819 -1.826
H 26.162 -12.780 -5.014
H 24.749 -13.573 -4.308
H 26.315 -14.440 -4.426
H 27.303 -13.057 -2.737
H 26.045 -11.301 -1.565
H 24.671 -11.532 -2.664
H 25.307 -8.949 -3.042
H 26.952 -8.759 -3.754
H 26.746 -9.260 -2.061
H 25.910 -13.574 -0.802
H 25.879 -14.772 -1.991
C 22.816 -9.218 -0.836
C 23.449 -10.148 0.179
O 22.569 -11.161 0.564
H 23.561 -8.500 -1.196
H 21.959 -8.663 -0.436
H 22.437 -9.778 -1.697
H 23.797 -9.558 1.041
H 24.345 -10.589 -0.277
H 23.201 -11.900 1.091
```

[3]
Formula: C11H12Br3FO3
Source: the OMol25 dataset
Level of theory: ωB97M-V with the def2-TZVPD basis set

The lowest unoccupied orbital energy is -0.24 eV. For the total energy, the calculation gives -8473.9814 a.u.

```
30
C11H12Br3FO3 ωB97M-V with the def2-TZVPD basis set
C -1.572 3.896 -3.043
C -0.912 3.023 -2.007
C -0.404 1.667 -2.518
O 0.977 1.637 -2.135
C 1.349 2.833 -1.613
O 2.454 3.104 -1.285
O 0.298 3.677 -1.564
H -2.462 3.449 -3.492
H -0.905 4.101 -3.887
H -1.834 4.851 -2.590
H -1.572 2.922 -1.145
H -0.471 1.607 -3.605
H -0.883 0.808 -2.060
F 2.693 -1.823 5.728
C 1.951 -1.788 4.597
C 0.900 -2.672 4.447
C 0.170 -2.606 3.271
C 0.486 -1.688 2.290
C 1.538 -0.786 2.487
C 2.298 -0.871 3.637
H 0.603 -3.329 5.252
H -0.639 -3.313 3.127
H -0.151 -1.597 1.419
H 1.745 -0.048 1.723
H 3.186 -0.282 3.839
C -1.716 -3.459 -2.111
Br -3.602 -3.172 -1.779
Br -0.657 -1.994 -1.493
Br -1.402 -3.820 -3.964
H -1.465 -4.329 -1.526
```

[4]
Formula: C8H12F12MgN4P2
Source: the OMol25 dataset
Level of theory: ωB97M-V with the def2-TZVPD basis set

The lowest unoccupied orbital energy is -0.42 eV. For the total energy, the calculation gives -2612.8236 a.u.

```
39
C8H12F12MgN4P2 ωB97M-V with the def2-TZVPD basis set
Mg -0.193 -0.082 -0.033
P -1.573 -3.133 1.332
F -0.783 -2.872 2.751
F -2.160 -4.582 1.822
F -2.885 -2.344 1.812
F -2.210 -3.423 -0.152
F -1.054 -1.651 0.810
F -0.222 -3.908 0.829
P 1.176 -1.286 -2.928
F 1.810 -1.205 -4.376
F 2.009 -2.586 -2.586
F 2.349 -0.339 -2.349
F 0.608 -1.264 -1.348
F 0.234 0.042 -3.194
F -0.111 -2.167 -3.318
C -3.268 0.789 -3.277
C -2.580 0.540 -2.002
N -1.957 0.379 -1.048
H -3.127 -0.076 -3.921
H -2.919 1.704 -3.751
H -4.317 0.964 -3.035
C -2.074 1.955 3.921
C -1.584 1.335 2.741
N -1.230 0.838 1.759
H -2.714 1.293 4.503
H -2.548 2.884 3.603
H -1.261 2.187 4.611
C 2.396 3.530 -1.235
C 1.498 2.460 -0.874
N 0.786 1.629 -0.536
H 1.830 4.462 -1.256
H 2.786 3.352 -2.237
H 3.233 3.692 -0.558
C 3.790 -0.551 2.404
C 2.399 -0.448 1.921
N 1.342 -0.403 1.469
H 4.457 -0.683 1.556
H 3.974 -1.329 3.145
H 4.091 0.296 3.024
```

[5]
Formula: C38H39CdCl3N8OSSi
Source: the OMol25 dataset
Level of theory: ωB97M-V with the def2-TZVPD basis set

The lowest unoccupied orbital energy is 0.41 eV. For the total energy, the calculation gives -4220.9153 a.u.

```
92
C38H39CdCl3N8OSSi ωB97M-V with the def2-TZVPD basis set
Cd -1.226 0.230 -0.336
C -4.171 0.014 1.038
N -3.612 0.800 -0.050
C -3.677 2.261 0.014
C -2.311 2.921 0.092
N -1.159 2.283 0.390
C -0.247 3.264 0.741
C 1.101 3.173 1.051
C 1.781 4.347 1.363
C 1.137 5.578 1.375
C -0.223 5.679 1.081
C -0.890 4.514 0.767
N -2.229 4.257 0.467
C -3.179 -0.263 2.129
N -1.894 -0.108 2.016
C -1.361 -0.428 3.254
C -0.046 -0.364 3.704
C 0.206 -0.765 5.002
C -0.827 -1.208 5.842
C -2.143 -1.239 5.419
C -2.387 -0.830 4.114
N -3.546 -0.699 3.368
H -5.056 0.490 1.480
H -4.493 -0.948 0.626
H -4.003 0.489 -0.926
H -4.154 2.628 -0.890
H -4.285 2.577 0.876
H 1.611 2.218 1.012
H 2.838 4.303 1.595
H 1.697 6.472 1.618
H -0.729 6.636 1.094
H -2.890 4.948 0.165
H 0.739 0.009 3.058
H 1.216 -0.727 5.387
H -0.590 -1.517 6.852
H -2.939 -1.563 6.077
H -4.481 -0.915 3.665
N 0.855 -2.288 0.906
C -0.323 -3.017 1.152
C -0.584 -3.529 2.422
C -1.749 -4.235 2.671
C -2.668 -4.448 1.653
C -2.395 -3.957 0.384
C -1.233 -3.242 0.113
C -0.974 -2.767 -1.279
C -0.459 -3.758 -2.233
C -0.371 -3.516 -3.542
C -0.962 -2.271 -4.106
C -0.961 -1.123 -3.105
C -1.126 -1.483 -1.642
H 1.193 -1.811 1.732
H 0.747 -1.622 0.144
H 0.125 -3.352 3.222
H -1.936 -4.618 3.667
H -3.578 -5.003 1.840
H -3.091 -4.128 -0.430
H -0.105 -4.702 -1.833
H 0.029 -4.249 -4.231
H -0.487 -1.964 -5.033
H 0.035 -0.647 -3.187
N 3.509 -1.811 -0.432
C 3.432 -0.576 -0.943
S 1.989 0.271 -1.126
N 4.590 0.005 -1.340
C 5.889 -0.573 -1.298
C 6.166 -1.733 -2.014
C 7.439 -2.282 -1.968
C 8.441 -1.664 -1.233
C 8.165 -0.496 -0.536
C 6.889 0.045 -0.558
H 2.669 -2.268 -0.095
H 4.398 -2.261 -0.297
H 4.490 0.962 -1.640
H 5.387 -2.188 -2.612
H 7.652 -3.185 -2.524
H 9.435 -2.089 -1.207
H 8.944 -0.008 0.036
H 6.659 0.946 -0.004
C -0.745 3.667 -2.364
C -2.032 2.928 -2.110
C -3.117 3.395 -3.046
O -1.664 1.502 -2.470
H -0.855 4.718 -2.082
H -0.449 3.636 -3.422
H 0.077 3.251 -1.780
H -3.361 4.433 -2.790
H -4.043 2.817 -2.957
H -2.826 3.392 -4.105
Cl -1.856 0.854 -5.484
Si -2.073 0.346 -3.505
Cl -4.099 -0.096 -3.255
Cl -2.659 -2.726 -4.660
```

[6]
Formula: C5H8O
Source: the OMol25 dataset
Level of theory: ωB97M-V with the def2-TZVPD basis set

The lowest unoccupied orbital energy is 1.19 eV. For the total energy, the calculation gives -270.4577 a.u.

```
14
C5H8O ωB97M-V with the def2-TZVPD basis set
C 1.680 0.855 -0.056
C 0.560 0.099 0.646
C -0.720 0.388 -0.084
C -1.855 -0.585 0.136
O -0.991 -1.731 0.066
C 0.084 -0.911 -0.332
H 1.871 1.847 0.359
H 2.610 0.280 -0.074
H 0.651 -0.061 1.721
H 1.379 1.010 -1.101
H -0.874 1.348 -0.567
H -2.496 -0.542 -0.756
H -2.469 -0.591 1.040
H 0.766 -1.334 -1.069
```

[7]
Formula: C4H12BrN2
Source: the OMol25 dataset
Level of theory: ωB97M-V with the def2-TZVPD basis set

The lowest unoccupied orbital energy is -4.53 eV. For the total energy, the calculation gives -2842.7727 a.u. As for the charge: +1.

```
19
C4H12BrN2 ωB97M-V with the def2-TZVPD basis set
C -2.328 1.713 0.470
C 2.461 -2.843 1.109
C -1.100 2.042 -0.365
C 0.169 0.504 -1.769
N 1.881 -1.553 1.167
N -0.906 1.072 -1.414
Br 0.262 -1.590 0.140
H -2.193 0.955 1.222
H -2.690 2.537 0.991
H -3.100 1.187 -0.172
H 3.354 -2.732 1.703
H 1.963 -3.617 1.531
H 2.594 -2.997 0.053
H -0.257 2.167 0.241
H -1.302 2.961 -0.965
H 0.242 0.210 -2.743
H 1.096 0.410 -1.225
H -1.808 1.063 -2.100
H 1.663 -1.490 2.124
```

[8]
Formula: C30H30CrF7N6O7S5
Source: the OMol25 dataset
Level of theory: ωB97M-V with the def2-TZVPD basis set

The lowest unoccupied orbital energy (spin up / spin down) is -2.49 / -2.49 eV. The expectation value of S² is 3.83. Its multiplicity is 4. For the total energy, the calculation gives -5750.8006 a.u.

```
86
C30H30CrF7N6O7S5 ωB97M-V with the def2-TZVPD basis set
Cr 12.447 -8.990 13.917
C 15.655 -2.324 16.205
C 14.314 -2.925 16.654
N 14.184 -4.395 16.299
C 13.395 -4.646 15.253
C 12.991 -5.964 14.926
C 12.008 -6.043 13.826
O 11.373 -4.996 13.612
O 11.878 -7.208 13.255
C 13.610 -6.995 15.629
O 13.556 -8.278 15.349
C 14.454 -6.676 16.731
C 15.077 -7.678 17.541
C 15.740 -7.294 18.719
F 15.973 -8.335 19.588
C 16.024 -5.926 19.118
C 15.703 -5.018 18.077
C 14.870 -5.395 16.992
N 16.540 -5.621 20.395
C 15.612 -4.995 21.298
C 16.288 -4.180 22.424
N 17.418 -4.991 23.043
C 18.429 -5.355 21.998
C 17.823 -6.079 20.797
H 15.468 -1.382 15.629
H 16.268 -3.054 15.615
H 16.314 -2.031 17.054
H 13.472 -2.560 16.066
H 14.198 -2.793 17.771
H 13.173 -3.766 14.679
H 14.903 -8.742 17.417
H 15.956 -3.979 18.266
H 14.958 -5.767 21.722
H 14.895 -4.367 20.668
H 15.612 -3.854 23.240
H 16.837 -3.313 21.913
H 17.077 -5.844 23.490
H 17.876 -4.415 23.753
H 19.251 -5.950 22.508
H 18.967 -4.405 21.723
H 17.694 -7.140 21.076
H 18.430 -5.942 19.886
S 14.253 -8.959 12.263
C 15.350 -10.017 13.005
C 16.688 -10.060 12.725
C 17.558 -10.988 13.340
C 17.064 -12.034 14.044
C 15.682 -12.048 14.393
C 14.827 -11.093 13.869
S 13.180 -11.237 14.395
H 17.024 -9.315 11.937
H 18.620 -10.646 13.359
H 17.681 -12.859 14.370
H 15.420 -12.782 15.093
F 10.213 -11.941 15.796
C 9.594 -10.935 16.385
F 10.295 -10.766 17.596
F 8.357 -11.354 16.635
S 9.534 -9.401 15.334
O 10.945 -9.025 15.246
O 8.644 -8.554 16.060
N 8.874 -9.843 13.946
S 9.642 -10.117 12.530
O 8.734 -9.838 11.476
O 11.005 -9.584 12.405
C 9.786 -11.900 12.418
F 10.659 -12.471 13.233
F 8.561 -12.476 12.684
F 9.987 -12.259 11.158
C 8.079 -6.429 13.327
C 8.146 -5.644 12.037
C 6.986 -5.490 11.298
C 7.020 -4.683 10.109
N 8.225 -4.214 9.690
C 9.269 -4.198 10.559
S 10.728 -3.598 10.129
N 9.232 -4.939 11.727
C 5.933 -4.409 9.165
H 7.453 -5.950 14.079
H 9.090 -6.709 13.753
H 7.558 -7.373 13.237
H 6.107 -6.038 11.615
H 10.082 -4.994 12.317
H 5.011 -4.801 9.634
H 6.144 -4.852 8.165
H 5.779 -3.311 9.107
```

[9]
Formula: C21H19Cl2N5O4SV
Source: the OMol25 dataset
Level of theory: ωB97M-V with the def2-TZVPD basis set

The lowest unoccupied orbital energy (spin up / spin down) is -8.83 / -8.16 eV. The expectation value of S² is 0.77. Its multiplicity is 2. For the total energy, the calculation gives -3648.4186 a.u. As for the charge: +2.

```
53
C21H19Cl2N5O4SV ωB97M-V with the def2-TZVPD basis set
V 2.421 -0.753 -0.823
O 4.167 -0.769 -0.769
N 4.913 -0.564 0.302
N 4.135 -0.483 1.297
O 2.855 -0.562 1.076
C 4.623 -0.322 2.637
C 3.691 -0.234 3.663
C 4.169 -0.085 4.953
C 5.537 -0.024 5.189
C 6.446 -0.112 4.140
C 5.998 -0.264 2.842
H 2.632 -0.282 3.461
H 3.471 -0.016 5.775
H 5.900 0.093 6.201
H 7.508 -0.065 4.335
H 6.694 -0.340 2.019
N -0.317 1.484 -2.000
C 0.932 1.555 -2.369
N 1.293 1.656 -3.633
S 2.180 1.548 -1.118
H -1.090 1.447 -2.663
H -0.550 1.447 -1.012
H 0.612 1.725 -4.378
H 2.268 1.741 -3.873
Cl -1.339 1.299 1.520
C -3.044 0.908 1.507
C -3.889 1.561 2.383
C -5.242 1.261 2.350
C -5.733 0.317 1.463
C -4.865 -0.347 0.611
Cl -5.481 -1.540 -0.473
C -3.499 -0.061 0.611
N -2.602 -0.739 -0.238
C -2.581 -0.545 -1.607
C -3.403 0.417 -2.217
C -3.324 0.655 -3.577
C -2.420 -0.047 -4.373
C -1.627 -1.018 -3.787
C -1.711 -1.289 -2.423
C -0.834 -2.387 -1.823
C 0.388 -1.671 -1.399
O 1.414 -1.536 -2.199
O 0.544 -1.087 -0.284
H -3.493 2.295 3.070
H -5.920 1.768 3.023
H -6.786 0.077 1.433
H -1.736 -1.010 0.204
H -4.101 0.979 -1.609
H -3.975 1.397 -4.022
H -2.381 0.120 -5.441
H -0.955 -1.610 -4.399
H -0.579 -3.117 -2.588
H -1.315 -2.870 -0.973
```

[10]
Formula: C3Br4F4
Source: the OMol25 dataset
Level of theory: ωB97M-V with the def2-TZVPD basis set

The lowest unoccupied orbital energy is -0.55 eV. For the total energy, the calculation gives -10809.7871 a.u. Its SMILES is FC(Br)(Br)C(F)(F)C(F)(Br)Br.

```
11
C3Br4F4 ωB97M-V with the def2-TZVPD basis set
F 0.625 1.258 -1.485
C 0.986 0.160 -0.759
Br 2.529 0.712 0.438
Br 1.540 -0.957 -2.271
C -0.268 -0.518 -0.236
F 0.136 -1.794 0.074
F -1.276 -0.657 -1.148
C -0.839 0.262 1.035
F 0.023 0.153 2.108
Br -2.332 -0.784 1.508
Br -1.125 2.165 0.735
```

[11]
Formula: C3H5N3
Source: the OMol25 dataset
Level of theory: ωB97M-V with the def2-TZVPD basis set

The lowest unoccupied orbital energy is 1.19 eV. For the total energy, the calculation gives -281.5268 a.u. Its SMILES is Nn1cccn1.

```
11
C3H5N3 ωB97M-V with the def2-TZVPD basis set
N -2.025 0.022 0.079
N -0.631 -0.029 -0.092
C 0.269 1.012 -0.071
C 1.544 0.475 0.053
C 1.288 -0.879 0.039
N -0.006 -1.199 -0.088
H -2.489 -0.285 -0.739
H -2.327 -0.541 0.849
H -0.092 2.011 -0.090
H 2.405 1.067 0.106
H 2.063 -1.655 -0.045
```

[12]
Formula: C6H10O
Source: the OMol25 dataset
Level of theory: ωB97M-V with the def2-TZVPD basis set

The lowest unoccupied orbital energy is 1.13 eV. For the total energy, the calculation gives -309.7752 a.u.

```
17
C6H10O ωB97M-V with the def2-TZVPD basis set
C 0.124 2.244 0.505
C -0.743 0.987 0.597
C 0.068 -0.282 0.734
O -0.860 -1.515 0.775
C -0.066 -2.081 -0.239
C -0.045 -1.314 -1.504
C 0.864 -0.867 -0.405
H 0.779 2.200 -0.372
H 0.758 2.361 1.392
H -0.496 3.144 0.419
H -1.391 0.906 -0.282
H -1.395 1.028 1.477
H 0.694 -0.247 1.638
H 0.190 -3.136 -0.185
H 0.479 -1.815 -2.309
H -0.910 -0.728 -1.796
H 1.950 -0.884 -0.444
```